103
Properties=species:S:1:pos:R:3:forces:R:3 method="wB97M-V/def2-TZVPD" homo_lumo_gap_ha="0.284 / 0.175" s2=6.051 total_charge=+1 lumo_energy_ev="-2.33 / -5.97" homo_energy_ev="-10.07 / -10.74" fmax_ev_per_a=1.5 multiplicity=5 energy_ha=-3107.5224
C -0.0728 -1.7551 -2.9642 0.00 -0.49 -0.20
H -1.6103 -1.3361 3.7667 -0.02 -0.07 0.02
C -2.0738 4.5760 -1.3134 -0.01 -0.21 -0.03
H 2.7676 -1.7028 0.0180 0.04 -0.09 0.04
C 0.6726 -6.5315 -1.2089 -0.16 0.06 -0.03
H -3.7378 1.0272 -4.8543 -0.13 0.03 -0.04
H 1.1171 -1.1529 -0.3365 -0.07 -0.10 -0.08
H 2.5938 -6.4099 2.7187 0.01 0.00 0.07
H 2.0209 3.0296 5.2272 0.09 0.05 0.02
H 0.9715 -1.9233 -2.6900 -0.09 0.07 0.04
H -2.8223 -0.1105 -3.8531 -0.05 -0.13 -0.02
H -2.0004 -0.6954 2.1540 -0.09 -0.06 0.06
H 1.2771 3.2521 -1.8504 0.04 -0.03 0.08
C -1.0477 0.6796 3.4491 0.24 0.17 0.15
H 0.2223 -1.9019 -5.0880 0.07 -0.03 -0.07
P -0.2116 0.9529 -2.2224 1.10 0.60 -0.85
H -5.0512 -5.5186 -0.6253 -0.02 -0.10 0.02
N 1.4775 1.2119 0.6591 -0.71 -0.38 -0.52
C 0.9997 -3.9522 2.2099 0.04 0.02 -0.07
H 5.3299 2.8037 1.7096 0.05 -0.01 -0.03
H -2.0332 0.7027 -5.2098 0.01 -0.01 -0.15
C 0.2276 2.2408 4.3775 -0.30 -0.35 0.10
H -1.4273 -2.2397 -4.5646 -0.08 -0.02 -0.04
H -4.6469 -1.2956 -1.2081 -0.01 0.09 -0.04
H 2.4433 -0.8242 -1.4722 0.00 -0.04 -0.10
H 2.8263 2.3757 -1.7993 -0.10 0.08 0.05
O -2.4739 -0.0861 -1.2922 -0.45 -0.39 -0.12
H 3.5121 -5.1255 1.9468 0.05 0.04 0.03
H -1.5834 4.3316 -2.2534 -0.01 0.02 -0.12
C 1.9376 2.5783 -2.4036 0.37 0.60 0.11
H 2.8778 2.4537 -4.3315 0.10 -0.03 -0.04
H 3.6690 -6.7881 1.3758 0.04 -0.02 0.02
H -2.6821 -5.6520 0.0126 0.02 -0.11 0.05
H 1.9256 3.8487 2.8624 0.26 0.26 0.25
H -0.1543 -3.4438 -4.2966 0.03 -0.13 -0.03
C 3.6685 0.8926 0.6812 -0.15 0.20 0.05
C 0.9814 6.3392 2.3385 0.10 -0.13 0.08
N 0.2946 2.3372 3.0343 0.18 0.25 0.56
N 0.3790 4.1422 1.2854 0.30 0.56 0.24
C -1.0759 4.7054 -0.2266 0.23 0.07 0.30
H -1.0055 6.8701 0.2098 -0.06 0.23 -0.03
C -2.7669 0.8154 -4.4163 0.21 0.15 0.21
H 1.4368 3.4657 -4.2963 -0.09 0.07 -0.11
C -4.2317 -2.2573 -0.9501 0.39 0.06 0.05
N -0.4171 3.6776 0.3094 -0.55 -0.91 -0.53
C 2.1711 -0.9064 -0.4217 -0.05 0.11 -0.10
H -2.7843 3.7869 -1.0743 -0.07 -0.01 -0.04
H 0.6608 2.8746 6.3416 0.00 0.02 0.03
H 0.6821 4.1739 5.1440 0.03 0.10 0.05
H 4.6319 0.4526 0.5195 0.23 -0.03 0.00
C 2.3270 3.1833 -3.7432 -0.23 -0.28 0.24
N -1.0167 -3.6036 0.1913 0.12 -0.04 -0.15
H 4.0831 4.0575 1.6139 0.08 0.12 0.04
Cl -3.0533 1.8993 0.9287 0.30 -0.10 -0.11
C 2.9694 -6.0507 1.7598 0.00 0.01 0.05
H -0.7222 -2.1983 -2.2019 0.16 0.06 -0.02
H 2.9499 4.0597 -3.5929 0.06 0.13 0.03
H -2.9664 -0.2221 3.5598 -0.04 -0.03 -0.02
H -6.0545 -3.3434 -1.2084 -0.17 0.01 -0.03
C 0.9419 3.1330 5.3243 0.11 0.08 -0.09
H -1.0188 -5.3490 -1.7640 -0.06 0.00 -0.10
C -4.4418 -4.6287 -0.6293 0.08 -0.05 -0.03
H -2.9301 1.9063 -2.5672 -0.04 0.16 -0.02
O -1.0556 -1.0154 0.1171 0.28 0.05 0.48
C 2.4356 0.3748 0.2769 0.16 0.25 0.27
N 2.0405 2.2416 1.3098 0.66 0.23 -0.04
C -5.0101 -3.4029 -0.9540 0.03 -0.09 -0.02
C -0.1313 -4.6515 0.0623 0.11 -0.37 -0.04
C -3.1097 -4.7094 -0.2900 -0.01 -0.31 0.07
H 0.7103 6.0886 3.3620 0.02 0.03 0.11
H 1.8561 -3.2826 2.1387 0.07 0.11 0.06
C 1.7114 -6.6908 -0.3016 -0.16 0.16 0.03
C -0.3777 -2.3803 -4.3186 0.05 0.21 0.33
C -2.3105 -3.5562 -0.2490 -0.36 0.03 -0.12
H -0.6688 -2.6772 0.4775 -0.04 0.23 0.12
N -0.4725 1.3875 2.4842 -0.48 -0.39 -0.73
O 1.3042 1.3225 -2.6146 -0.64 -0.82 0.17
C 4.3032 3.0512 1.9615 -0.04 0.07 0.13
H 2.4248 -7.4877 -0.4468 0.10 -0.06 0.01
H 4.1985 3.0346 3.0452 0.05 0.08 0.07
H 1.1401 -4.5652 3.0986 -0.01 0.03 0.08
B 1.2189 3.2152 2.1736 -0.59 -0.34 -0.41
C -2.8917 -2.3163 -0.6045 -0.22 0.26 0.01
C 3.3769 2.0801 1.3320 0.12 -0.38 -0.22
H -2.6116 5.5134 -1.4239 -0.04 0.03 -0.07
H 2.0557 6.2127 2.2330 0.13 0.04 0.06
C 0.2518 5.4816 1.3705 -0.30 0.08 -0.32
C -2.0956 -1.0447 -0.6069 -0.19 0.27 -0.25
Pt -0.8109 1.4048 0.1905 0.39 0.36 0.57
C -2.3636 1.9565 -3.4973 -0.70 -0.02 -0.22
C 1.8449 -5.8405 0.7932 -0.08 0.03 -0.05
O -0.3434 -0.3742 -3.0894 -0.14 0.24 0.30
H -0.8995 0.8359 5.6481 -0.04 -0.04 0.26
C -1.9621 -0.4650 3.2145 -0.07 0.05 -0.17
H 0.5847 -7.1937 -2.0545 0.01 -0.05 -0.13
C -0.2407 -5.5186 -1.0361 -0.11 -0.14 -0.16
H 0.1029 -3.3562 2.3448 -0.02 0.09 0.14
O -0.9672 1.9504 -3.2049 0.39 0.03 0.47
C 0.9141 -4.8193 0.9945 0.04 0.07 0.05
C -0.6687 5.8748 0.4135 0.20 -0.23 0.16
C -0.6194 1.1888 4.6774 0.12 0.19 -0.18
H -2.5316 2.9198 -3.9842 -0.04 -0.09 0.13
H 0.7347 7.3821 2.1612 -0.02 0.03 -0.01